1.
Density functional theory data (ωB97M-V/def2-TZVPD) for a cluster of 4 separate species, C4H9F in total at a distorted geometry.

Last columns: bonded neighbours and bond lengths (Å).
Element x y z (Å)
1 C -0.869 -0.258 1.546  C2 1.577
2 C -0.643 0.555 0.214  C1 1.577, C3 1.446, H8 1.131, H9 1.043
3 C 0.423 -0.228 -0.370  C2 1.446, C4 1.497, H10 1.098, F14 1.384
4 C 0.957 0.351 -1.642  C3 1.497, H11 1.211, H12 1.115, H13 1.116
5 H -2.341 -0.404 1.872  no bonds
6 H -0.242 -1.641 1.654  no bonds
7 H 0.056 0.687 2.533  no bonds
8 H -1.705 0.529 -0.176  C2 1.131
9 H -0.287 1.532 0.126  C2 1.043
10 H -0.011 -1.236 -0.411  C3 1.098
11 H 1.526 -0.557 -2.208  C4 1.211
12 H 0.073 0.170 -2.296  C4 1.115
13 H 1.697 1.150 -1.396  C4 1.116
14 F 1.364 -0.649 0.554  C3 1.384

Summary:
E_LUMO	0.514	eV
maximum force	5.19	eV Å⁻¹
total charge	0
gap between HOMO and LUMO	10.4	eV
2S+1	1

Just the Löwdin charges please, in e? Sure, here they are:
1. C -0.16
2. C -0.33
3. C -0.57
4. C -0.04
5. H 0.15
6. H 0.20
7. H 0.18
8. H 0.12
9. H 0.08
10. H 0.12
11. H 0.12
12. H 0.10
13. H 0.10
14. F -0.08

***

2.
Density functional theory data (ωB97M-V/def2-TZVPD) for a cluster of 2 separate species, C4H9PS in total at a distorted geometry.

Last columns: bonded neighbours and bond lengths (Å).
Element x y z (Å)
1 C 1.955 1.365 -1.969  C2 1.279, H7 1.057, H8 1.071
2 C 0.733 1.564 -1.650  C1 1.279, H9 1.087
3 C 0.157 0.688 1.499  P5 1.892, H10 1.126, H11 1.013, H12 1.103
4 C -1.906 -1.605 0.370  P5 1.926, H13 1.144, H14 1.042, H15 1.033
5 P -1.304 0.224 0.391  C3 1.892, C4 1.926, S6 1.976
6 S -2.840 1.125 1.249  P5 1.976
7 H 2.207 1.786 -2.906  C1 1.057
8 H 2.633 0.629 -1.587  C1 1.071
9 H -0.143 1.882 -2.210  C2 1.087
10 H 0.088 -0.113 2.287  C3 1.126
11 H 1.098 0.718 1.126  C3 1.013
12 H -0.254 1.654 1.836  C3 1.103
13 H -1.240 -2.429 -0.062  C4 1.144
14 H -2.316 -1.891 1.285  C4 1.042
15 H -2.636 -1.401 -0.332  C4 1.033

Summary:
E_LUMO (alpha / beta)	-0.089 / -1.428	eV
maximum force	4.76	eV Å⁻¹
total charge	0
gap between HOMO and LUMO (alpha / beta)	7.9 / 7.2	eV
2S+1	1

Just the Löwdin charges please, in e? Sure, here they are:
1. C -0.11
2. C -0.02
3. C -0.31
4. C -0.31
5. P 0.41
6. S 0.16
7. H 0.04
8. H 0.05
9. H 0.03
10. H 0.05
11. H -0.03
12. H 0.01
13. H 0.06
14. H 0.00
15. H -0.04

***

3.
Density functional theory data (ωB97M-V/def2-TZVPD) for the molecule C5H7NO4S at a distorted geometry.

Last columns: bonded neighbours and bond lengths (Å).
Element x y z (Å)
1 C -0.602 -0.916 -0.291  C3 1.462, C5 1.505, S11 1.709
2 C -3.776 0.878 0.102  O7 1.296, O8 1.184, O9 1.337
3 C 0.248 0.112 -0.890  C1 1.462, C4 1.521, H12 1.107, H13 1.171
4 C 1.666 -0.111 -0.385  C3 1.521, N6 1.522, H14 1.147, H15 1.067
5 C 0.256 -1.641 0.711  C1 1.505, N6 1.370, H16 1.095
6 N 1.562 -1.234 0.638  C4 1.522, C5 1.370, H17 1.103
7 O -4.356 1.739 0.878  C2 1.296, H18 0.963
8 O -3.992 0.801 -1.060  C2 1.184
9 O -2.846 0.108 0.676  C2 1.337, S11 1.876
10 O -2.697 -2.433 -0.036  S11 1.465
11 S -2.268 -1.147 -0.593  C1 1.709, O9 1.876, O10 1.465
12 H 0.039 0.287 -1.963  C3 1.107
13 H -0.237 1.151 -0.654  C3 1.171
14 H 2.425 -0.420 -1.187  C4 1.147
15 H 2.171 0.702 0.085  C4 1.067
16 H -0.066 -2.259 1.556  C5 1.095
17 H 2.414 -1.769 1.089  N6 1.103
18 H -3.955 1.595 1.742  O7 0.963

Summary:
E_LUMO	0.079	eV
maximum force	6.31	eV Å⁻¹
total charge	0
gap between HOMO and LUMO	8.2	eV
2S+1	1

Just the Löwdin charges please, in e? Sure, here they are:
1. C -0.43
2. C -0.79
3. C -0.23
4. C -0.14
5. C -0.03
6. N -0.03
7. O 0.18
8. O 0.07
9. O -0.17
10. O -0.44
11. S 1.06
12. H 0.12
13. H 0.14
14. H 0.13
15. H 0.09
16. H 0.13
17. H 0.20
18. H 0.13

***

4.
Density functional theory data (ωB97M-V/def2-TZVPD) for a cluster of 2 separate species, C3H6N4O in total at a distorted geometry.

Last columns: bonded neighbours and bond lengths (Å).
Element x y z (Å)
1 C -2.796 -0.663 0.263  N4 1.289, O8 1.366, H9 1.079
2 C -0.921 0.204 -0.135  N4 1.431, N5 1.263
3 C 1.736 1.063 0.255  N7 1.489, H10 1.101, H11 1.212, H12 1.032
4 N -1.554 -1.006 0.293  C1 1.289, C2 1.431
5 N -1.715 1.157 -0.369  C2 1.263, O8 1.468
6 N 1.797 -1.070 -0.580  N7 1.282, H13 1.071, H14 1.044
7 N 1.221 0.067 -0.724  C3 1.489, N6 1.282
8 O -3.061 0.612 -0.149  C1 1.366, N5 1.468
9 H -3.595 -1.243 0.698  C1 1.079
10 H 2.508 1.696 -0.211  C3 1.101
11 H 0.746 1.725 0.482  C3 1.212
12 H 2.048 0.582 1.113  C3 1.032
13 H 1.451 -1.778 -1.305  N6 1.071
14 H 2.135 -1.345 0.369  N6 1.044

Summary:
E_LUMO (alpha / beta)	-0.047 / -0.083	eV
maximum force	4.99	eV Å⁻¹
total charge	0
gap between HOMO and LUMO (alpha / beta)	8.4 / 8.3	eV
2S+1	1

Just the Löwdin charges please, in e? Sure, here they are:
1. C -0.25
2. C -0.23
3. C -0.11
4. N 0.06
5. N 0.06
6. N 0.01
7. N -0.13
8. O -0.06
9. H 0.12
10. H 0.08
11. H 0.12
12. H 0.03
13. H 0.16
14. H 0.13